No. 1
ORCA calculation (wB97M-V/def2-TZVPD) on a molecular structure, C31H12BF15GeN5NbO4S.

Geometry as XYZ:
```
71
Properties=species:S:1:pos:R:3:mulliken_charge:R:1
Nb -20.489 -1.548 4.267 0.51
O -20.077 -2.755 0.244 -0.44
C -20.122 -2.640 1.597 0.68
O -20.155 -1.465 2.130 -0.48
C -20.224 -3.810 2.360 0.66
C -20.310 -5.101 1.914 -0.62
C -20.558 -6.162 2.803 -0.43
C -20.730 -5.908 4.237 -0.87
C -20.512 -4.541 4.628 0.59
N -20.415 -3.580 3.670 0.49
C -20.850 -3.939 6.007 0.35
O -20.932 -4.577 7.030 -0.49
O -20.934 -2.559 5.922 -0.37
H -19.846 -1.856 -0.128 0.44
H -20.107 -5.249 0.812 0.49
H -20.780 -7.163 2.349 0.44
H -20.902 -6.709 4.951 0.55
B -22.939 0.890 2.847 -0.10
N -22.253 1.073 4.216 -0.02
C -22.653 1.948 5.138 -0.30
C -22.136 1.653 6.391 -1.13
C -21.413 0.442 6.220 -0.70
N -21.515 0.100 4.879 0.59
N -23.069 -0.702 2.498 0.19
C -24.180 -1.113 1.854 -0.06
C -24.543 -2.391 2.298 -1.18
C -23.552 -2.743 3.213 -0.50
N -22.678 -1.711 3.351 0.18
H -24.022 1.478 2.827 -0.09
H -22.477 1.472 1.863 -0.05
H -23.290 2.748 4.817 0.51
H -22.221 2.293 7.232 0.57
H -20.954 -0.271 6.921 0.74
H -24.791 -0.416 1.241 0.43
H -25.406 -2.955 1.941 0.42
H -23.370 -3.647 3.747 0.55
F -16.934 3.066 7.571 -0.35
C -17.622 3.343 6.457 0.23
C -17.955 2.341 5.515 0.39
C -18.541 2.794 4.291 0.06
F -18.604 2.040 3.156 -0.37
C -18.900 4.123 4.133 0.45
F -19.476 4.519 2.969 -0.30
C -18.793 5.035 5.224 0.22
F -19.371 6.241 5.138 -0.25
C -17.910 4.689 6.247 0.44
F -17.348 5.676 7.036 -0.25
Ge -17.489 0.524 6.070 0.50
S -18.124 -1.242 4.773 -0.25
C -15.588 0.475 5.986 0.54
C -14.569 0.514 6.965 0.28
F -14.943 0.344 8.284 -0.27
C -13.240 0.749 6.688 0.01
F -12.321 0.533 7.668 -0.26
C -12.733 0.993 5.401 0.42
F -11.392 1.072 5.207 -0.23
C -13.676 0.857 4.357 -0.19
F -13.235 0.881 3.093 -0.26
C -15.044 0.690 4.695 -0.11
F -15.932 0.886 3.698 -0.28
C -18.005 0.194 7.869 1.42
C -17.467 -0.927 8.518 -0.59
F -16.709 -1.840 7.813 -0.37
C -17.396 -1.030 9.918 0.41
F -16.649 -2.022 10.546 -0.28
C -18.160 -0.159 10.744 0.28
F -18.156 -0.149 12.100 -0.24
C -19.020 0.700 10.067 0.46
F -19.941 1.429 10.776 -0.29
C -18.905 0.928 8.710 -0.14
F -19.571 2.012 8.280 -0.35
```

Calculated values
Total charge: +2
HOMO level (eV): -13.88
Energy relative to the best compared isomer or geometry (same formula, charge and spin) (eV): 1.710
Frontier orbital gap (eV): 4.6
LUMO energy (eV): -9.27


No. 2
ORCA calculation (wB97M-V/def2-TZVPD) on C6H8ClN in the gas phase.

Geometry as XYZ:
```
16
Properties=species:S:1:pos:R:3:nbo_charge:R:1
Cl 1.143 -1.724 -2.587 -0.08
C 0.630 -0.933 -0.979 0.08
C 0.113 -1.610 0.103 -0.23
C -0.116 -0.414 1.063 -0.26
C -1.305 0.354 0.397 -0.20
N -0.777 0.892 -0.797 -0.65
C 0.585 0.503 -1.007 -0.15
C 0.835 0.730 0.589 -0.36
H 0.240 -2.638 0.505 0.25
H -0.064 -0.661 2.094 0.23
H -1.542 1.001 1.057 0.17
H -2.244 -0.373 0.470 0.17
H -1.121 1.922 -0.888 0.39
H 1.072 1.034 -1.796 0.25
H 0.763 1.685 0.944 0.21
H 1.789 0.233 0.833 0.19
```

Calculated values
SMILES string: ClC1=C[C@@H]2CN[C@H]1C2
HOMO level (eV): -8.30
Energy relative to the best compared isomer or geometry (same formula, charge and spin) (eV): 3.384
Frontier orbital gap (eV): 9.1
LUMO energy (eV): 0.83


No. 3
ORCA calculation (wB97M-V/def2-TZVPD) on a molecular structure, C9H27ClI2OP3W.

Geometry as XYZ:
```
44
Properties=species:S:1:pos:R:3:nbo_charge:R:1
I -0.078 2.608 -0.250 0.08
I -0.028 0.369 1.002 0.02
W 0.065 -0.951 -3.899 0.52
P -1.610 -0.356 -2.489 1.08
C -2.575 -0.459 -0.972 -0.94
C -2.326 1.033 -3.444 -0.95
H -3.418 0.923 -3.460 0.29
H -2.950 -1.749 -4.021 0.31
H -1.926 1.065 -4.466 0.28
H -1.253 -2.366 -4.109 0.26
H -2.505 0.496 -0.437 0.27
H -2.044 1.957 -2.921 0.28
C -2.038 -1.906 -3.434 -0.95
H -3.625 -0.682 -1.195 0.29
H -2.216 -2.647 -2.648 0.29
H -2.154 -1.243 -0.331 0.27
P 1.690 -0.321 -2.452 1.09
C 2.588 -0.400 -0.907 -0.94
C 2.135 -1.923 -3.283 -0.95
H 2.140 1.085 -4.406 0.28
H 3.602 0.798 -3.370 0.29
H 2.303 1.932 -2.835 0.28
C 2.523 1.003 -3.380 -0.94
H 1.255 -2.478 -3.800 0.25
H 2.988 -1.821 -3.968 0.31
H 3.641 -0.670 -1.083 0.30
H 2.105 -1.141 -0.260 0.27
H 2.411 -2.565 -2.434 0.30
H 2.526 0.586 -0.434 0.27
Cl 0.066 -0.306 -6.027 -0.15
C -0.423 1.824 4.208 -0.91
P 0.109 0.297 5.035 1.79
C 1.348 0.827 6.243 -0.99
C -1.324 -0.228 6.002 -0.98
O 0.605 -0.753 4.089 -0.53
H -1.253 1.614 3.521 0.27
H 0.402 2.243 3.618 0.27
H -0.739 2.537 4.984 0.30
H 0.866 1.209 7.151 0.29
H 1.980 -0.031 6.490 0.29
H 1.977 1.607 5.799 0.28
H -2.245 0.105 5.505 0.28
H -1.330 -1.323 6.056 0.29
H -1.263 0.197 7.013 0.30
```

Calculated values
2S+1: 3
Total charge: +3
⟨S²⟩: 2.012
HOMO level (spin up / spin down) (eV): -17.28 / -17.28
Frontier orbital gap (spin up / spin down) (eV): 7.4 / 4.1
LUMO energy (spin up / spin down) (eV): -9.91 / -13.13


No. 4
ORCA calculation (wB97M-V/def2-TZVPD) on 3 unconnected molecules or ions with the total composition C5H16N2O.

Geometry as XYZ:
```
24
Properties=species:S:1:pos:R:3:nbo_charge:R:1
C 0.612 -2.029 -1.868 -0.63
C 0.916 -1.017 -0.800 -0.22
N 0.455 0.309 -1.113 -0.52
C 0.075 2.582 -0.378 -0.62
C 0.640 1.220 -0.056 -0.03
C -0.192 0.591 1.155 -0.30
N -0.149 1.355 2.274 -0.32
H 0.916 -3.029 -1.548 0.21
H 1.125 -1.863 -2.816 0.21
H -0.470 -2.044 -2.006 0.27
H 0.414 -1.328 0.146 0.21
H 1.990 -0.924 -0.585 0.18
H -0.584 0.337 -1.183 0.45
H 0.251 3.291 0.435 0.22
H 0.525 3.032 -1.261 0.24
H -0.998 2.513 -0.581 0.23
H 1.684 1.251 0.275 0.20
H -1.139 0.129 0.799 0.33
H -0.193 -1.676 3.009 -0.04
H 0.438 -0.101 1.858 0.39
H -1.076 1.346 2.726 0.35
H -2.718 -1.187 -0.357 0.44
H -0.631 -1.985 2.490 0.04
O -1.890 -0.770 -0.616 -1.29
```

Calculated values
HOMO level (eV): -7.67
Energy relative to the best compared isomer or geometry (same formula, charge and spin) (eV): 7.667
Frontier orbital gap (eV): 4.8
LUMO energy (eV): -2.91